A structure of composition C23H41GaIP2. Source: OMol25; level of theory: wB97M-V/def2-TZVPD.

Last column: natural (NBO) charge in e.
Cartesian coordinates (Å):
Ga -0.481 -1.158 -0.386  0.6496
C 2.253 0.276 0.622  -0.1079
C 2.204 0.520 -0.781  0.1221
C 0.942 2.134 0.269  0.0490
C 1.487 1.290 1.273  -0.0590
C 1.400 1.675 -0.995  -0.1156
C 3.016 -0.801 1.284  -0.6412
H 3.114 -1.688 0.641  0.1965
H 2.534 -1.107 2.221  0.2194
H 4.035 -0.461 1.535  0.2265
C 1.288 1.430 2.718  -0.6433
H 1.744 0.598 3.264  0.2150
H 0.218 1.465 2.969  0.2206
H 1.746 2.364 3.077  0.2242
C 0.078 3.298 0.529  -0.6554
H 0.662 4.130 0.944  0.2343
H -0.715 3.050 1.245  0.2281
H -0.384 3.642 -0.398  0.2167
C 1.115 2.317 -2.296  -0.6479
H 1.851 3.112 -2.503  0.2201
H 0.119 2.783 -2.308  0.2130
H 1.174 1.594 -3.120  0.1993
C 2.937 -0.221 -1.831  -0.6701
H 3.902 0.269 -2.047  0.2390
H 2.368 -0.255 -2.772  0.2180
H 3.155 -1.247 -1.518  0.2119
C -2.476 -5.771 -0.943  -0.1781
C -1.174 -6.045 -1.166  -0.2158
C -0.601 -6.563 -2.452  -0.4580
C -1.271 -6.108 -3.778  -0.4352
C -1.647 -4.667 -3.825  -0.2235
C -2.892 -4.197 -3.585  -0.1686
C -3.992 -4.963 -2.895  -0.4621
C -3.589 -6.084 -1.891  -0.4474
H -0.618 -7.665 -2.443  0.2447
H -2.138 -6.747 -3.992  0.2163
H 0.464 -6.296 -2.483  0.2123
H -3.369 -7.015 -2.433  0.2214
H -2.814 -5.445 0.049  0.1945
H -0.479 -6.104 -0.313  0.2100
H -4.490 -6.274 -1.277  0.2351
H -4.620 -4.232 -2.365  0.2091
H -3.225 -3.225 -3.979  0.2024
H -4.657 -5.431 -3.645  0.2504
H -0.523 -6.283 -4.574  0.2375
H -0.861 -4.024 -4.229  0.2065
P -0.853 -3.345 0.193  0.8456
C -1.321 -3.963 1.797  -0.9479
C 0.749 -3.863 -0.534  -0.9227
P -2.127 -1.420 -2.008  0.8853
C -2.204 -3.053 -1.091  -1.0919
C -1.189 -1.457 -3.555  -0.9391
C -3.641 -0.503 -2.198  -0.9537
H -1.899 -3.192 2.329  0.2935
H -0.404 -4.174 2.369  0.2791
H -1.914 -4.886 1.723  0.2544
H 0.615 -4.516 -1.412  0.2513
H 1.302 -4.408 0.252  0.2706
H 1.366 -2.988 -0.829  0.2592
H -4.427 -1.146 -2.619  0.2539
H -3.441 0.330 -2.889  0.2755
H -3.961 -0.092 -1.231  0.2917
H -3.217 -3.226 -0.696  0.2925
H -1.918 -3.811 -1.813  0.3707
H -1.299 -0.452 -3.999  0.2722
H -1.573 -2.204 -4.260  0.2480
H -0.119 -1.639 -3.362  0.2608
I -1.929 0.084 1.390  -0.3630

Calculated values
**Energy relative to the best compared isomer or geometry (same formula, charge and spin)**: 4.1803 eV
**Calculated total energy**: -3805.7918 Ha
**Charge**: +1
**Largest force on an atom**: 0.079 hartree/bohr
**LUMO level (spin up / spin down)**: -4.20 / -4.21 eV
**Kohn-Sham gap (spin up / spin down)**: 4.8644 / 4.8285 eV

A structure of composition C23H41N2NdOP3. Source: OMol25; level of theory: wB97M-V/def2-TZVPD.

Last column: Löwdin spin population.
Cartesian coordinates (Å):
Nd 1.093 -2.586 0.867  3.0537
P -1.480 2.558 -0.135  0.0000
P -0.030 -0.772 2.873  -0.0051
P 0.455 -0.912 -2.518  -0.0030
H -1.158 -4.862 2.388  0.0004
C -0.433 -4.916 1.552  0.0012
C 0.934 -4.807 1.668  -0.0052
H 1.450 -4.681 2.638  -0.0003
C -2.845 3.541 -0.739  0.0000
C -1.159 2.973 1.595  0.0000
C 0.020 2.854 -1.095  0.0000
C -0.098 -2.439 3.650  0.0001
C 0.459 0.301 4.263  -0.0014
C -1.811 -0.294 2.786  -0.0005
C 0.574 -2.498 -3.440  0.0001
C 1.290 0.146 -3.775  -0.0007
C -1.304 -0.514 -2.875  -0.0006
H -0.897 -5.407 0.679  0.0004
H 1.581 -4.950 0.769  0.0000
H -2.470 4.498 -1.109  0.0000
H -3.579 3.686 0.061  0.0000
H -3.342 2.985 -1.545  0.0000
H -1.056 4.059 1.729  0.0000
H -0.239 2.494 1.959  0.0000
H -1.993 2.608 2.214  0.0000
H -0.017 3.832 -1.597  0.0000
H 0.126 2.080 -1.866  0.0000
H 0.927 2.847 -0.480  0.0000
H -0.409 -2.350 4.699  -0.0001
H 0.906 -2.907 3.630  0.0001
H -0.805 -3.110 3.145  0.0004
H -0.313 0.308 5.053  -0.0003
H 0.583 1.333 3.895  0.0000
H 1.414 -0.030 4.687  0.0000
H -2.023 0.517 3.508  -0.0001
H -2.478 -1.140 2.986  0.0000
H -2.030 0.085 1.780  -0.0001
H 0.353 -2.313 -4.505  0.0000
H -0.138 -3.236 -3.039  0.0000
H 1.596 -2.901 -3.329  0.0000
H 1.101 -0.243 -4.790  -0.0001
H 2.375 0.133 -3.578  0.0000
H 0.943 1.191 -3.708  0.0000
H -1.582 -0.860 -3.878  -0.0001
H -1.461 0.566 -2.801  0.0000
H -1.953 -1.005 -2.145  0.0000
C -1.848 -2.813 -0.434  -0.0009
C -3.227 -2.604 -0.343  -0.0025
C -4.063 -3.245 -1.245  0.0001
C -3.536 -4.154 -2.176  -0.0025
C -2.200 -4.557 -2.084  0.0003
C -1.341 -3.892 -1.206  -0.0021
O -1.021 -1.952 0.158  -0.0246
H -1.973 1.227 -0.242  0.0000
H -3.602 -1.867 0.355  -0.0001
H -5.129 -3.022 -1.255  0.0000
H -4.148 -4.553 -2.986  -0.0001
H -1.857 -5.394 -2.704  0.0000
H -0.292 -4.186 -1.092  0.0000
N 3.626 3.823 0.498  -0.0002
C 3.582 2.675 0.277  -0.0001
C 3.575 1.279 -0.020  -0.0003
C 4.517 0.790 -0.930  0.0009
C 4.496 -0.560 -1.227  -0.0001
C 3.556 -1.389 -0.633  0.0008
N 2.708 -0.909 0.312  -0.0079
C 2.668 0.423 0.575  0.0004
H 5.223 1.471 -1.413  0.0000
H 5.174 -0.999 -1.957  0.0000
H 3.434 -2.455 -0.920  0.0000
H 1.890 0.766 1.278  0.0001

Calculated values
**Energy relative to the best compared isomer or geometry (same formula, charge and spin)**: 1.1389 eV
**2S+1**: 4
**Calculated total energy**: -2670.1932 Ha
**Charge**: +3
**Largest force on an atom**: 0.105 hartree/bohr
**LUMO level (spin up / spin down)**: -10.27 / -9.70 eV
**Kohn-Sham gap (spin up / spin down)**: 5.3381 / 5.9152 eV

A structure of composition C23H41N2OP3Pd. Source: OMol25; level of theory: wB97M-V/def2-TZVPD.

Last column: Löwdin spin population.
Cartesian coordinates (Å):
Pd -0.394 -0.657 -0.653  1.0218
P -1.673 1.242 -0.150  0.1747
P -0.984 -2.278 2.181  0.5184
P 0.604 0.473 -2.725  0.2519
H -2.510 -2.954 0.103  0.0020
C -1.845 -3.632 -0.439  0.0968
C -1.136 -4.635 0.116  0.1076
H -1.211 -4.905 1.167  0.0026
C -3.309 1.156 -0.959  0.0459
C -2.073 1.662 1.596  0.0390
C -1.154 2.936 -0.632  0.0145
C -1.095 -3.598 3.488  0.0532
C -0.202 -1.018 3.286  0.1002
C -2.770 -1.811 2.350  0.0777
C 2.025 -0.227 -3.632  0.0593
C 1.134 2.219 -2.677  0.0308
C -0.577 0.555 -4.109  0.0418
H -1.957 -3.689 -1.520  0.0021
H -0.542 -5.361 -0.477  0.0035
H -3.848 2.110 -0.852  0.0098
H -3.920 0.348 -0.536  0.0002
H -3.156 0.948 -2.025  0.0012
H -2.992 2.273 1.624  0.0077
H -1.280 2.254 2.082  0.0002
H -2.227 0.770 2.212  0.0012
H -1.997 3.580 -0.360  0.0047
H -0.965 3.038 -1.702  0.0001
H -0.260 3.290 -0.107  0.0002
H -1.202 -3.294 4.548  0.0128
H -0.164 -4.168 3.387  0.0025
H -1.927 -4.270 3.244  -0.0002
H -0.675 -1.040 4.281  0.0207
H -0.195 0.002 2.882  -0.0003
H 0.846 -1.333 3.376  0.0000
H -2.926 -1.559 3.402  0.0187
H -3.397 -2.667 2.077  -0.0003
H -3.055 -0.985 1.692  0.0018
H 2.582 0.523 -4.202  0.0091
H 1.709 -1.025 -4.307  0.0062
H 2.695 -0.695 -2.916  0.0016
H 2.028 2.325 -3.305  0.0059
H 1.395 2.531 -1.661  0.0022
H 0.346 2.874 -3.071  0.0008
H -0.067 0.324 -5.051  0.0068
H -0.976 1.570 -4.152  0.0013
H -1.376 -0.168 -3.933  0.0040
C 2.269 -4.106 -1.689  0.1912
C 1.106 -3.424 -1.289  0.1186
C 0.324 -2.790 -2.246  0.0762
C 0.548 -2.940 -3.629  0.2543
C 1.763 -3.525 -3.990  -0.0003
C 2.638 -4.042 -3.035  0.1292
O 2.993 -4.928 -0.855  0.2309
H 2.593 -5.025 0.031  0.0007
H 0.713 -3.480 -0.251  0.0041
H -0.579 -2.195 -1.933  0.0127
H -0.202 -2.669 -4.387  0.0074
H 2.072 -3.563 -5.032  -0.0027
H 3.593 -4.476 -3.330  0.0026
N 2.770 4.283 2.218  0.0025
C 2.673 3.164 1.883  0.0008
C 2.692 1.787 1.433  0.0052
C 3.866 1.030 1.384  -0.0031
C 3.812 -0.196 0.763  0.0077
C 2.632 -0.653 0.182  0.0188
N 1.509 0.063 0.272  0.1617
C 1.507 1.235 0.921  0.0099
H 4.798 1.442 1.796  0.0000
H 4.690 -0.826 0.710  0.0013
H 2.566 -1.596 -0.357  0.0049
H 0.533 1.737 1.034  0.0023

Calculated values
**Energy relative to the best compared isomer or geometry (same formula, charge and spin)**: 0.7509 eV
**2S+1**: 5
**Calculated total energy**: -2235.9250 Ha
**Charge**: +4
**Largest force on an atom**: 0.097 hartree/bohr
**LUMO level (spin up / spin down)**: -12.28 / -15.83 eV
**Kohn-Sham gap (spin up / spin down)**: 8.1101 / 4.9666 eV